1.
Here is a 9-piece molecular cluster, C33H43N8O overall in a non-equilibrium geometry from the OMol25 dataset. Energies are from wB97M-V/def2-TZVPD.

```
85
C33H43N8O | the OMol25 dataset | wB97M-V/def2-TZVPD
C -1.1059 0.5993 0.1714
O -0.8959 -0.7867 0.3994
H -0.0129 1.0153 -0.0706
H -1.3759 1.1073 1.2314
H -1.7339 0.6663 -0.6566
N 1.8381 0.4883 4.1004
C 3.0471 0.7953 4.6254
C 3.0651 2.0463 4.9794
C 1.8391 2.6593 4.5324
C 1.0391 1.6663 4.1154
H 1.3711 -0.3517 3.4784
H 3.6431 -0.0417 4.8054
H 3.9571 2.5353 5.5004
H 1.4371 3.7483 4.8534
H 0.0861 1.7313 3.6734
N 1.0781 -1.7057 -1.3656
C 1.8781 -2.8037 -1.0606
C 2.7141 -3.0177 -2.1056
C 2.1511 -2.1817 -3.2416
C 1.1151 -1.4027 -2.6976
H 0.4091 -1.4587 -0.7986
H 1.7871 -3.0727 0.0484
H 3.3071 -3.8487 -2.0006
H 2.5971 -2.0117 -4.2176
H 0.6551 -0.4217 -3.0316
N 3.5611 0.1523 -1.1186
C 4.8101 0.4343 -1.3906
C 5.3951 1.0523 -0.3446
C 4.1881 1.0853 0.8184
C 3.1531 0.5413 0.1884
H 3.0041 -0.3847 -1.6976
H 5.1061 0.0863 -2.2246
H 6.4631 1.3143 -0.3676
H 4.2181 1.6123 1.8934
H 2.0291 0.2213 0.5144
N 0.5011 -1.6897 2.3984
C -0.1219 -1.9147 3.6894
C 0.6571 -2.6987 4.4214
C 1.9241 -2.8947 3.6244
C 1.7801 -2.2207 2.4214
H 0.1841 -1.1107 1.7694
H -1.2019 -1.6557 3.8264
H 0.3321 -3.1727 5.4414
H 2.8761 -3.2837 3.6254
H 2.5641 -2.2387 1.6014
N -2.4339 0.3783 -3.3836
C -1.9739 0.2193 -4.7076
C -2.2829 1.2663 -5.4876
C -3.1019 2.2693 -4.4926
C -3.2049 1.5543 -3.2616
H -2.3909 -0.6297 -2.6776
H -1.2699 -0.7057 -5.0616
H -1.9619 1.5763 -6.5066
H -3.4399 3.2103 -4.7376
H -3.7829 1.5853 -2.3786
N -2.6779 -1.8337 -1.2826
C -3.9289 -1.3297 -1.1566
C -4.7719 -1.8927 -2.0446
C -3.7809 -2.5827 -2.9846
C -2.5129 -2.5527 -2.4816
H -1.8509 -1.5867 -0.6786
H -4.1869 -0.6057 -0.3636
H -5.7639 -1.8397 -2.1766
H -4.0419 -2.8707 -3.9746
H -1.6459 -2.7607 -2.9016
N 2.4121 2.7923 -1.9936
C 2.6011 4.1473 -2.4066
C 1.3931 4.5193 -2.8816
C 0.3661 3.4033 -2.7446
C 1.1081 2.3923 -2.0276
H 3.1751 2.2483 -1.4896
H 3.4301 4.5663 -2.3446
H 1.1011 5.5543 -3.3416
H -0.8109 3.3873 -2.7646
H 0.9741 1.4113 -1.7506
N -3.2109 -0.4077 2.3634
C -3.4269 0.5943 3.3574
C -4.4009 0.1133 4.2274
C -4.9409 -1.1257 3.5894
C -4.0949 -1.4577 2.5354
H -2.5649 -0.3887 1.6154
H -2.7389 1.4583 3.4934
H -4.7029 0.6993 5.2194
H -5.8409 -1.6917 3.9714
H -4.1349 -2.2727 1.7584
```

Its charge is -1. For the max |F|, the calculation gives 0.2021 hartree/bohr. Its spin multiplicity is 1. The value obtained for the LUMO energy is 0.10317 Eh. For the orbital gap, the calculation gives 8.5 eV. The calculation puts the total energy at -48876.3217 eV. As for the HOMO energy: -5.7 eV. The energy above the lowest of the compared OMol25 structures with the same formula, charge and spin is 423.6 kJ/mol.

=====

2.
Here is C30H54CrN7OP2 as an isolated structure in a non-equilibrium geometry from the OMol25 dataset. Energies are from wB97M-V/def2-TZVPD.

```
95
C30H54CrN7OP2 | the OMol25 dataset | wB97M-V/def2-TZVPD
C 1.6274 2.7922 0.5693
C -0.6292 2.6485 -0.0024
C 1.4804 4.1231 0.9494
C -0.8745 3.9070 0.5757
C 0.2007 4.6686 1.0169
H 2.3753 4.6851 1.2193
H -1.9004 4.2578 0.6269
H 0.0567 5.6735 1.4117
N 0.5635 2.0380 0.2489
P 3.0711 0.3845 0.3952
P -3.1066 0.4587 -0.5170
C 3.0132 2.2118 0.3210
H 3.3279 2.5169 -0.6928
H 3.7265 2.6305 1.0475
C -1.5003 2.0437 -1.0164
H -2.3403 2.7026 -1.2489
C -4.4501 0.7546 -1.7983
C -3.5557 -0.6868 0.8948
C 4.0409 -0.2779 -1.0649
C 3.9375 0.1450 2.0363
C -4.0983 -0.1917 -2.9701
H -4.1982 -1.2537 -2.6994
H -4.7798 0.0055 -3.8140
H -3.0680 -0.0254 -3.3171
C -5.8728 0.4864 -1.2721
H -6.0403 -0.5507 -0.9647
H -6.0992 1.1498 -0.4269
H -6.5896 0.7242 -2.0774
C -4.5208 2.2069 -2.3244
H -4.9924 2.1841 -3.3194
H -5.1274 2.8584 -1.6781
H -3.5521 2.6893 -2.4465
C -4.1317 -2.0168 0.3839
H -3.3469 -2.5888 -0.1337
H -4.4638 -2.6032 1.2568
H -4.9701 -1.9081 -0.3096
C -2.3216 -1.0860 1.7142
H -1.6225 -1.6889 1.1245
H -1.7807 -0.2202 2.1067
H -2.6436 -1.7144 2.5622
C -4.4982 0.1299 1.7961
H -5.4624 0.3423 1.3219
H -4.6845 -0.4298 2.7248
H -4.0306 1.0906 2.0586
C 3.9627 -1.3580 2.3425
H 4.4016 -1.4840 3.3434
H 2.9531 -1.7900 2.3546
H 4.5901 -1.9136 1.6319
C 3.1510 0.8898 3.1298
H 3.1082 1.9705 2.9524
H 2.1372 0.5027 3.2528
H 3.6837 0.7346 4.0789
C 5.3785 0.6909 2.0696
H 5.6931 0.6783 3.1232
H 6.0877 0.0616 1.5236
H 5.4605 1.7248 1.7116
C 3.5895 0.4820 -2.3185
H 4.0419 1.4813 -2.3703
H 3.9238 -0.0895 -3.1977
H 2.4901 0.5641 -2.3800
C 3.6587 -1.7574 -1.2270
H 2.5770 -1.8757 -1.3684
H 4.1710 -2.1512 -2.1169
H 3.9653 -2.3564 -0.3602
C 5.5647 -0.1787 -0.9198
H 5.9043 0.8409 -0.6922
H 5.9593 -0.8873 -0.1779
H 6.0012 -0.4628 -1.8894
Cr 0.7509 0.0197 -0.2973
C 0.6839 -0.7165 1.4976
O 0.6127 -1.0945 2.6107
N -0.0502 0.3818 -1.9945
C -0.8002 1.4061 -2.1053
C -0.6897 2.1137 -3.5065
C -1.6918 3.1994 -3.8619
C 0.6606 2.8175 -3.4720
C -0.7542 1.0463 -4.5908
H -2.6769 2.8088 -4.1325
H -1.7835 3.9753 -3.0959
H -1.3239 3.6953 -4.7735
H 1.4700 2.0893 -3.3631
H 0.7992 3.3838 -4.4018
H 0.6953 3.4923 -2.6032
H -0.2803 1.4033 -5.5106
H -0.2369 0.1411 -4.2554
H -1.8004 0.7990 -4.8063
N -0.1733 -5.1714 0.5461
N 0.1469 -4.0696 -0.2299
N -0.3679 -3.9190 -1.4737
C -0.1403 -2.6211 -1.6880
N 0.3818 -2.0071 -0.6136
N 0.5087 -2.9223 0.3634
H 0.4758 -5.2425 1.3198
H -0.2165 -6.0012 -0.0285
H -0.3989 -2.1014 -2.5984
```

Its charge is +1. For the max |F|, the calculation gives 0.0743 hartree/bohr. Its spin multiplicity is 5. Its expectation value of S² is 6.11. The value obtained for the LUMO energy (spin up / spin down) is -0.08675 / -0.12526 Eh. For the orbital gap (spin up / spin down), the calculation gives 6.3 / 5.9 eV. The calculation puts the total energy at -91452.8070 eV. As for the HOMO energy (spin up / spin down): -8.6 / -9.3 eV. The energy above the lowest of the compared OMol25 structures with the same formula, charge and spin is 0.0 kJ/mol.

=====

3.
Here is a 2-piece molecular cluster, C4H4S3 overall in a non-equilibrium geometry from the OMol25 dataset. Energies are from wB97M-V/def2-TZVPD.

```
11
C4H4S3 | the OMol25 dataset | wB97M-V/def2-TZVPD
C 1.7373 0.2215 0.5530
C 1.3174 1.1517 -0.2873
C -2.4468 -0.7374 -0.7149
C -0.7575 0.7393 1.2197
S -1.7352 -0.2825 -2.0623
S 0.6025 -0.3506 1.6961
S -0.3435 1.6281 -0.2383
H 2.5666 -0.4416 0.3146
H 1.7015 1.4339 -1.3141
H -3.3176 -1.4376 -0.6593
H -1.7638 0.2369 1.0724
```

For the max |F|, the calculation gives 0.0590 hartree/bohr. Its spin multiplicity is 1. The value obtained for the LUMO energy (spin up / spin down) is -0.02483 / -0.00749 Eh. For the orbital gap (spin up / spin down), the calculation gives 6.1 / 7.5 eV. The calculation puts the total energy at -36713.4860 eV. As for the HOMO energy (spin up / spin down): -6.8 / -7.7 eV. The energy above the lowest of the compared OMol25 structures with the same formula, charge and spin is 415.5 kJ/mol.

=====

4.
Here is C14H33BIMoO3P2 as an isolated structure in a non-equilibrium geometry from the OMol25 dataset. Energies are from wB97M-V/def2-TZVPD.

```
55
C14H33BIMoO3P2 | the OMol25 dataset | wB97M-V/def2-TZVPD
C 0.0414 -0.0305 -5.6094
I -1.2807 -0.7487 -4.0029
H 1.0534 0.0405 -5.2117
H -0.3552 0.9460 -5.9082
H -0.0289 -0.7369 -6.4342
Mo -0.1459 -0.1213 -1.5574
P 0.2124 2.1606 -1.5415
C -1.2925 3.1286 -1.9023
C 0.9136 3.0403 -0.1004
H 1.0032 4.1122 -0.3361
H 1.4013 3.7145 -2.9729
H 1.9004 2.6203 0.1354
H 2.3736 2.2591 -2.6011
H -2.0724 2.8900 -1.1685
H 0.2670 2.9134 0.7792
C 1.3729 2.6205 -2.8703
H -1.0445 4.1973 -1.8513
H 1.0747 2.1562 -3.8187
H -1.6596 2.8736 -2.9028
P 0.3420 -2.4159 -1.0942
C -1.2141 -3.3545 -1.3029
C 1.4967 -3.1986 -2.2709
H 1.8314 -2.4908 0.7962
H 1.1780 -4.1209 0.4324
H 0.1530 -2.9133 1.2755
C 0.9323 -3.0509 0.5137
H 2.4971 -2.7808 -2.0973
H 1.5226 -4.2858 -2.1002
H -0.9982 -4.4227 -1.1649
H -1.6286 -3.1806 -2.3023
H 1.2048 -2.9824 -3.3067
H -1.9386 -3.0219 -0.5488
C -2.0676 -0.0171 -1.0508
O -3.1265 0.1467 -0.5658
C -1.4878 -1.0046 3.7005
C -0.9253 0.0037 2.7156
C -1.7871 1.2755 2.7704
O -1.0864 -0.5415 1.4221
B 0.0021 -0.0176 0.5964
O 1.0344 0.5068 1.4509
C 0.6292 0.3019 2.8090
C 0.9979 1.5126 3.6572
C 1.4353 -0.8834 3.3318
H -2.5483 -1.1697 3.4771
H -1.3867 -0.6107 4.7198
H -0.9792 -1.9720 3.6345
H -2.8198 1.0298 2.4849
H -1.8060 1.6864 3.7871
H -1.4499 2.0538 2.0664
H 0.6773 1.3159 4.6912
H 2.0874 1.6697 3.6492
H 0.5184 2.4343 3.3024
H 1.2641 -1.7992 2.7509
H 2.5063 -0.6604 3.2584
H 1.2054 -1.0771 4.3864
```

Its charge is +3. For the max |F|, the calculation gives 0.1542 hartree/bohr. Its spin multiplicity is 3. Its expectation value of S² is 2.04. The value obtained for the LUMO energy (spin up / spin down) is -0.50650 / -0.49779 Eh. For the orbital gap (spin up / spin down), the calculation gives 4.5 / 4.7 eV. The calculation puts the total energy at -50377.7450 eV. As for the HOMO energy (spin up / spin down): -18.3 / -18.3 eV.

=====

5.
Here is an isolated molecule of C2H5NS2 in a non-equilibrium geometry from the OMol25 dataset. Energies are from wB97M-V/def2-TZVPD.

```
10
C2H5NS2 | the OMol25 dataset | wB97M-V/def2-TZVPD
N -1.0870 0.5603 -0.0349
C 0.2023 0.5245 0.4574
C 0.9107 -0.7033 -0.0764
S 2.4972 -0.8725 0.1094
S 0.0465 -2.1209 -0.8023
H -1.6288 1.1192 0.6041
H -1.1182 1.1374 -0.8689
H 0.2864 0.3296 1.5269
H 0.9027 1.3941 0.2602
H -1.0119 -1.3684 -1.1755
```

For the max |F|, the calculation gives 0.0654 hartree/bohr. Its spin multiplicity is 1. The value obtained for the LUMO energy is -0.00038 Eh. For the orbital gap, the calculation gives 8.5 eV. The calculation puts the total energy at -25314.6809 eV. As for the HOMO energy: -8.5 eV. The energy above the lowest of the compared OMol25 structures with the same formula, charge and spin is 110.5 kJ/mol. The SMILES is NCC(=S)S.

=====

6.
Here is C24H22ClN2O7Rh as an isolated structure in a non-equilibrium geometry from the OMol25 dataset. Energies are from wB97M-V/def2-TZVPD.

```
57
C24H22ClN2O7Rh | the OMol25 dataset | wB97M-V/def2-TZVPD
Rh 1.1100 0.6215 1.2560
C -1.9581 -1.2318 3.1879
C -0.7393 -1.0072 4.0810
C -0.0931 -2.3376 4.4474
C 0.2469 -0.0003 3.5188
C -0.1868 1.2819 3.1337
C 0.7139 2.2963 2.7873
C 2.1027 2.0630 2.7266
C 3.0874 3.1195 2.3310
C 2.5172 0.7448 2.9892
C 1.6214 -0.2622 3.3803
H -2.6696 -1.8787 3.7012
H -1.6768 -1.7152 2.2538
H -2.4760 -0.3058 2.9393
H -1.0972 -0.5392 5.0069
H 0.3124 -2.8363 3.5637
H -0.8416 -3.0006 4.8799
H 0.7100 -2.2230 5.1762
H -1.2424 1.5166 3.1533
H 0.3370 3.2701 2.5022
H 3.3957 3.7016 3.2012
H 2.6486 3.8003 1.6027
H 3.9735 2.6695 1.8874
H 3.5565 0.4796 2.8444
H 2.0140 -1.2515 3.5610
O 2.7509 -1.5348 -1.6414
C 2.2395 -0.5648 -1.1291
O 2.4451 -0.2903 0.1458
C 1.4149 0.3823 -1.9669
C 1.4425 0.1469 -3.3372
C 0.7374 0.9504 -4.2062
C -0.0417 2.0103 -3.7628
C -0.0658 2.2309 -2.4146
C 0.6480 1.4627 -1.4726
O 0.5058 1.8041 -0.2190
N -0.9136 3.2981 -1.8635
O -2.0330 2.9839 -1.5107
O -0.4319 4.4060 -1.7685
N 0.7907 0.6785 -5.6460
O 0.1454 1.4063 -6.3786
O 1.4755 -0.2495 -6.0243
H 2.0264 -0.6841 -3.7050
H -0.6065 2.6156 -4.4563
Cl -3.3973 -3.4430 -4.9924
C -2.7172 -2.7449 -3.5591
C -1.7762 -3.4667 -2.8305
C -1.2385 -2.9136 -1.6910
C -1.6299 -1.6269 -1.2479
C -1.0886 -1.0567 -0.0874
C -2.5802 -0.9191 -2.0253
C -3.1183 -1.4714 -3.1651
H -1.4730 -4.4471 -3.1704
H -0.4931 -3.4618 -1.1281
H -0.3041 -1.5808 0.4447
H -1.3663 -0.0447 0.1752
H -2.8732 0.0781 -1.7186
H -3.8401 -0.9290 -3.7596
```

For the max |F|, the calculation gives 0.0216 hartree/bohr. Its spin multiplicity is 1. The value obtained for the LUMO energy (spin up / spin down) is -0.10263 / -0.10265 Eh. For the orbital gap (spin up / spin down), the calculation gives 4.2 / 4.1 eV. The calculation puts the total energy at -58080.4902 eV. As for the HOMO energy (spin up / spin down): -6.9 / -6.9 eV. The energy above the lowest of the compared OMol25 structures with the same formula, charge and spin is 257.3 kJ/mol.